The following is a DFT calculation (ωB97M-V/def2-TZVPD) of a cluster of 2 separate species, C4H8O2 in total.

Last column: Mulliken charge in e.
Atoms and positions in Å:
O -1.42911 0.76664 -0.36955  -0.61
C -1.16732 0.04516 0.82622  -0.53
C 0.00107 -0.92598 0.66975  -0.14
C 0.46985 -1.35196 -0.69591  -0.78
C 1.27788 -0.59316 -0.02284  -0.03
H -1.21381 0.15765 -1.09451  0.32
H -2.06520 -0.51949 1.11983  0.32
H -0.96816 0.78878 1.60691  0.27
H 0.05330 -1.63401 1.50199  0.41
H 0.34591 -2.01593 -1.53622  0.36
H 2.25421 -0.16147 0.10940  0.38
O 1.03367 1.98850 -0.41462  -0.70
H 0.08944 1.73522 -0.40403  0.42
H 1.31827 1.72004 -1.29641  0.31

The calculation puts the energy above the lowest of the compared OMol25 structures with the same formula, charge and spin at 82.0 kcal per mole. The spin multiplicity is 1. The HOMO energy comes out at -9.6 eV. The charge is 0. As for the HOMO-LUMO gap: 10.50 eV. The SMILES is OCC1C=C1.O.